{"formula": "C2H3NO2", "method": "ωB97M-V/def2-TZVPD", "elements": ["O", "C", "C", "N", "O", "H", "H", "H"], "positions_angstrom": [[-1.35928, -1.53189, -1.03814], [-1.12204, -0.47964, -0.66669], [-1.78003, 0.39076, 0.40431], [-3.09682, 0.01089, 0.30378], [-3.98355, 0.82937, 0.69334], [-0.04061, -0.01965, -0.84450], [-1.06991, -0.36009, 1.18991], [-1.62750, 1.36603, 0.52356]], "forces_ev_per_angstrom": [[-2.0, -4.3, -1.6], [5.3, 5.7, 0.9], [1.7, -6.4, 1.0], [-5.8, 1.1, 2.0], [3.4, -2.1, -1.2], [-1.4, -0.4, -0.3], [-2.5, 2.4, -1.1], [1.3, 4.0, 0.3]], "e_homo_ev": [-9.65, -9.65], "lumo_energy_ev": [-0.965, -0.965], "mol_weight_da": 73.05, "homo_lumo_gap_ev": [8.685, 8.686]}

=====

{"formula": "C2H3NO2", "method": "ωB97M-V/def2-TZVPD", "elements": ["O", "N", "C", "C", "O", "H", "H", "H"], "positions_angstrom": [[-1.68607, 0.86650, 0.29080], [-0.72565, 0.08145, -0.41909], [0.65846, 0.56712, -0.40302], [1.09848, -0.62412, -0.02040], [-0.22740, -1.03763, 0.32255], [-2.18538, 0.19422, 0.78239], [1.19589, 1.21300, -1.01544], [1.87168, -1.26053, 0.46222]], "forces_ev_per_angstrom": [[0.9, -0.7, 0.5], [0.7, 0.9, -0.9], [0.2, -0.7, -0.9], [-1.7, -1.2, 3.3], [0.1, -1.1, 0.4], [0.0, 0.2, -0.2], [0.1, 1.8, -0.8], [-0.3, 0.8, -1.3]], "e_homo_ev": -9.39, "lumo_energy_ev": 0.907, "mol_weight_da": 73.05, "homo_lumo_gap_ev": 10.297}

=====

{"formula": "C2H3NO2", "method": "ωB97M-V/def2-TZVPD", "elements": ["O", "C", "C", "N", "O", "H", "H", "H"], "positions_angstrom": [[-0.45085, 2.23133, -0.12465], [-0.31979, 1.09203, -0.44412], [0.28349, 0.11685, 0.43024], [0.23883, -1.18665, 0.21700], [-0.27232, -1.67112, -0.79816], [-0.68153, 0.58089, -1.47481], [0.74046, 0.58793, 1.22979], [0.46171, -1.75127, 0.96473]], "forces_ev_per_angstrom": [[-0.1, 1.1, 0.1], [-0.9, -2.6, -3.2], [-0.1, -0.8, -0.6], [-1.4, 4.3, -1.7], [-0.1, -1.4, -0.6], [0.5, 1.5, 1.8], [1.0, -0.1, 2.0], [1.2, -2.1, 2.1]], "e_homo_ev": [-9.67, -9.67], "lumo_energy_ev": [-0.716, -0.717], "mol_weight_da": 73.05, "homo_lumo_gap_ev": [8.952, 8.953]}